{
  "formula": "C21H13N5NiO6S9Sb",
  "method": "ωB97M-V/def2-TZVPD",
  "spin_multiplicity": 2,
  "e_tot_ha": -6865.5653,
  "charge": -2,
  "s_squared": 0.768,
  "fmax_ev_per_a": 1.180,
  "lumo_ev": [2.759, 2.759],
  "e_above_lowest_ev": 0.0235,
  "gap_ev": [4.1, 3.6],
  "e_homo_ev": [-1.38, -0.86],
  "elements": ["H", "C", "C", "C", "C", "C", "H", "C", "C", "O", "S", "C", "H", "S", "H", "C", "O", "C", "N", "S", "C", "O", "H", "O", "S", "N", "C", "C", "H", "S", "H", "Sb", "H", "N", "N", "C", "C", "O", "O", "H", "H", "S", "Ni", "H", "C", "S", "S", "C", "N", "C", "C", "H", "C", "S", "H", "C"],
  "coordinates": [[2.413, 4.038, -2.564], [0.618, -6.878, 0.329], [-0.446, 4.372, -0.311], [0.181, 6.478, 1.186], [-0.544, -2.762, -0.312], [-1.008, -5.218, -0.337], [1.860, -3.740, 0.689], [-0.282, 0.030, -4.304], [2.450, 0.018, -4.578], [-1.218, -8.763, -0.290], [0.364, 0.824, 2.180], [-0.640, -6.546, -0.142], [2.559, 0.098, -2.417], [0.641, 6.809, -0.443], [0.901, -7.910, 0.465], [1.443, 3.721, -2.943], [0.134, -1.879, 0.277], [-1.474, 0.088, -2.447], [2.823, -6.192, 1.100], [0.338, 7.571, 2.417], [-3.293, 0.068, 0.569], [-2.688, -7.301, -0.844], [1.528, 3.417, -3.987], [3.600, -5.286, 1.329], [3.609, -0.054, 3.838], [-1.579, -7.607, -0.446], [1.145, -4.514, 0.449], [1.932, 0.063, -3.298], [-1.983, -4.970, -0.731], [-0.440, 4.875, 1.386], [3.524, 0.000, -4.718], [2.215, -0.958, 2.297], [-4.434, 0.012, -2.714], [-0.230, 0.122, -2.039], [-1.565, 0.048, -3.809], [0.120, 5.292, -1.147], [0.240, -0.002, -5.590], [3.100, -7.372, 1.250], [-1.507, -2.622, -1.080], [-2.413, -0.036, -4.338], [-0.399, -0.025, -6.464], [0.279, 5.114, -2.881], [-0.182, 0.307, 0.023], [1.040, 2.904, -2.348], [-3.919, 0.041, -1.769], [-1.170, 2.899, -0.747], [-4.792, 0.012, -0.293], [-0.113, -4.201, -0.038], [-2.256, 0.110, -0.182], [-2.584, 0.086, -1.516], [0.546, 0.074, -3.166], [-3.260, 0.084, 1.648], [1.620, -0.009, -5.706], [1.850, 1.035, 0.737], [2.068, -0.031, -6.691], [1.498, -5.853, 0.618]],
  "forces_ev_per_angstrom": [[0.0, -0.1, 0.0], [0.1, -0.4, 0.1], [-0.2, 0.1, -0.3], [0.0, -0.2, -0.4], [0.3, 0.9, 0.3], [0.0, -0.5, 0.0], [-0.1, 0.1, 0.0], [0.3, 0.0, 0.1], [0.1, 0.0, 0.0], [0.1, 0.1, 0.0], [-0.1, -0.3, 0.9], [0.5, 1.0, 0.2], [0.0, 0.0, 0.0], [-0.1, -0.3, 0.3], [0.0, 0.0, 0.0], [0.0, 0.2, 0.0], [-0.2, -1.1, -0.3], [0.6, 0.0, -0.2], [0.8, -0.2, 0.3], [0.0, 0.2, 0.2], [-0.3, 0.0, -0.1], [0.1, 0.1, 0.0], [0.0, 0.0, 0.0], [-0.2, 0.0, -0.1], [0.0, -0.3, 0.0], [-0.5, -0.6, -0.2], [0.4, -0.3, 0.1], [0.0, 0.0, 0.0], [0.0, 0.1, 0.0], [0.0, 0.2, -0.3], [0.0, 0.0, 0.0], [-0.2, 1.0, 0.0], [0.0, 0.0, 0.0], [-0.7, -0.1, 0.2], [-0.3, -0.1, 0.0], [0.1, 0.2, 0.0], [0.0, 0.0, -0.1], [-0.2, 0.0, -0.1], [-0.2, -0.2, -0.1], [0.0, 0.0, 0.0], [0.0, 0.0, 0.0], [0.0, -0.1, 0.1], [0.0, -0.1, -0.2], [0.0, 0.0, 0.0], [0.1, 0.0, 0.1], [-0.1, 0.3, 0.2], [0.2, 0.0, 0.0], [-0.2, -0.1, -0.2], [0.2, -0.1, -0.3], [-0.6, 0.0, 0.1], [0.0, 0.0, -0.2], [0.1, 0.0, 0.0], [-0.1, 0.0, 0.0], [1.0, -0.1, -0.1], [0.0, 0.0, 0.0], [-0.9, 0.4, -0.3]],
  "mulliken_spin": [0.00, 0.00, 0.00, 0.00, 0.00, 0.00, 0.00, 0.00, 0.00, 0.00, 0.08, 0.00, -0.01, 0.00, 0.00, 0.00, 0.01, -0.02, 0.00, 0.00, -0.01, 0.00, 0.00, 0.00, 0.00, 0.00, 0.00, 0.01, 0.00, 0.00, 0.00, -0.01, 0.00, 0.03, 0.00, 0.00, 0.00, 0.00, 0.00, 0.00, 0.00, 0.00, 0.85, 0.00, 0.00, 0.00, 0.00, 0.00, 0.01, 0.00, 0.00, 0.00, 0.00, 0.07, 0.00, 0.00]
}

{
  "formula": "C21H14BrCl3FeGeN3O2S",
  "method": "ωB97M-V/def2-TZVPD",
  "spin_multiplicity": 2,
  "e_tot_ha": -8816.9365,
  "charge": 0,
  "s_squared": 1.114,
  "fmax_ev_per_a": 0.798,
  "lumo_ev": [-0.987, -0.922],
  "e_above_lowest_ev": 0.4678,
  "gap_ev": [6.9, 6.7],
  "e_homo_ev": [-7.84, -7.63],
  "elements": ["H", "C", "N", "H", "C", "S", "O", "O", "H", "C", "C", "H", "H", "Ge", "Cl", "C", "C", "C", "H", "C", "N", "C", "C", "Br", "H", "C", "C", "C", "C", "N", "Fe", "C", "Cl", "H", "H", "Cl", "H", "C", "H", "H", "C", "H", "C", "C", "C", "H", "C"],
  "coordinates": [[-3.856, 3.491, 1.312], [-2.886, 3.034, 1.449], [-1.101, 1.802, 0.427], [-2.964, -3.384, -2.520], [2.893, -0.510, -0.864], [-1.252, -1.048, -2.347], [-0.883, -0.832, 0.445], [1.163, 0.412, -2.227], [2.540, 0.823, 2.914], [-2.278, 2.379, 0.358], [4.679, -1.697, -1.949], [2.408, -0.573, -4.217], [-2.803, 2.334, -0.585], [-1.144, 1.854, -2.738], [-0.585, 3.939, -2.411], [-0.966, 2.462, 2.761], [2.891, -0.761, -3.268], [4.066, -1.462, -3.190], [-3.169, -4.402, 1.656], [2.262, -0.262, -2.103], [-1.628, -1.879, 0.122], [-3.171, -4.043, -0.488], [-2.061, -2.683, 1.119], [6.308, -2.662, -1.879], [4.529, -1.844, -4.090], [-2.236, 3.072, 2.643], [0.845, 1.225, 1.674], [-0.219, 2.461, 3.963], [4.105, -1.227, -0.804], [1.254, 0.669, 0.443], [-0.265, 0.496, -0.973], [-1.923, -2.098, -1.174], [-3.301, 1.956, -2.937], [2.957, -0.164, 1.243], [-3.785, -4.899, -0.734], [-0.471, 1.422, -4.728], [-2.672, 3.561, 3.506], [-2.723, -3.212, -1.481], [-0.633, 2.941, 4.841], [1.589, 1.871, 4.911], [1.551, 1.256, 2.847], [4.580, -1.392, 0.156], [-2.833, -3.775, 0.844], [2.356, 0.014, 0.351], [1.010, 1.868, 3.997], [-1.744, -2.375, 2.102], [-0.432, 1.840, 1.622]],
  "forces_ev_per_angstrom": [[0.0, 0.0, 0.0], [0.0, 0.0, 0.0], [-0.4, 0.1, 0.1], [0.0, 0.0, 0.0], [0.0, -0.1, 0.2], [-0.2, 0.0, -0.1], [-0.1, -0.1, 0.2], [0.2, 0.0, -0.3], [0.0, 0.0, 0.0], [0.0, 0.0, 0.1], [0.0, 0.0, 0.0], [0.0, 0.0, 0.0], [0.0, 0.0, 0.0], [0.6, 0.1, 0.5], [0.0, 0.1, 0.0], [0.0, 0.0, 0.1], [0.1, 0.0, 0.0], [0.0, 0.0, 0.0], [0.0, 0.0, 0.0], [-0.1, 0.1, -0.1], [0.0, 0.1, 0.0], [0.0, 0.0, 0.0], [0.0, 0.0, -0.1], [0.0, 0.0, 0.0], [0.0, 0.0, 0.0], [0.0, 0.0, 0.1], [-0.1, 0.1, -0.2], [0.0, 0.0, 0.0], [0.0, 0.0, 0.0], [-0.2, 0.2, 0.2], [0.4, -0.5, 0.1], [-0.1, -0.1, 0.0], [-0.3, 0.0, -0.2], [0.0, 0.1, 0.0], [0.0, 0.0, 0.0], [0.0, 0.0, -0.2], [0.0, 0.0, 0.0], [0.0, 0.1, 0.0], [0.0, 0.0, 0.0], [0.0, 0.0, 0.0], [0.0, 0.0, 0.1], [0.0, 0.0, 0.0], [0.0, 0.0, 0.0], [0.1, 0.0, -0.1], [0.0, 0.0, -0.1], [0.0, 0.0, 0.0], [0.0, 0.0, -0.2]],
  "mulliken_spin": [0.00, 0.01, 0.02, 0.00, 0.03, -0.12, 0.03, -0.05, 0.00, -0.01, 0.00, 0.00, 0.00, -0.16, -0.03, 0.00, -0.01, 0.00, 0.00, -0.02, 0.00, 0.00, 0.00, 0.00, 0.00, -0.01, 0.01, -0.01, 0.00, 0.00, 1.34, 0.01, -0.02, 0.00, 0.00, -0.02, 0.00, 0.00, 0.00, 0.00, -0.01, 0.00, 0.00, 0.01, 0.00, 0.00, 0.00]
}

{
  "formula": "C21H14N3O6SSc",
  "method": "ωB97M-V/def2-TZVPD",
  "e_tot_ha": -2583.4172,
  "charge": 0,
  "fmax_ev_per_a": 3.510,
  "lumo_ev": -0.500,
  "gap_ev": 7.8,
  "e_homo_ev": -8.27,
  "elements": ["H", "C", "C", "C", "N", "N", "O", "C", "C", "C", "C", "O", "H", "C", "C", "H", "C", "H", "C", "O", "H", "H", "H", "C", "H", "N", "C", "H", "S", "Sc", "H", "O", "C", "C", "C", "C", "H", "H", "O", "O", "H", "C", "H", "C", "C", "C"],
  "coordinates": [[4.744, 2.547, 1.120], [-1.998, -4.274, -4.866], [3.083, 1.099, 0.657], [3.946, 1.867, 1.478], [1.558, -0.852, -0.875], [-1.906, 1.116, -0.726], [-4.339, 1.565, 0.292], [-1.570, 3.020, 3.773], [-2.409, -3.664, -3.708], [-1.047, 2.560, 1.106], [-0.460, 3.596, 3.147], [1.081, -0.530, 3.258], [2.731, 0.766, 4.440], [3.865, 1.667, 2.844], [0.739, -2.002, -2.710], [0.459, -0.917, 2.585], [0.253, -3.466, -4.577], [-3.408, -3.788, -3.431], [-0.216, 3.384, 1.751], [-3.042, -0.488, 0.762], [-0.260, -4.603, -6.230], [0.573, 3.926, 1.246], [-3.381, 1.793, 3.469], [-2.485, 2.223, 3.061], [3.109, 1.202, -0.444], [0.520, -1.538, -1.510], [2.003, 0.194, 2.596], [4.619, 2.198, 3.473], [-3.036, 1.031, 0.475], [-1.355, -1.035, -0.472], [0.121, 4.294, 3.757], [-0.076, 2.531, -1.064], [2.141, 0.292, 1.214], [-0.171, -2.769, -3.425], [-0.949, 2.091, -0.359], [1.194, -0.485, 0.335], [-1.782, 3.149, 4.831], [1.706, -1.823, -3.143], [0.069, -0.781, 0.925], [-1.834, -2.411, -1.823], [-2.652, -4.957, -5.405], [-1.467, -2.941, -2.970], [1.300, -3.449, -4.767], [2.858, 0.897, 3.413], [-2.169, 1.991, 1.760], [-0.661, -4.224, -5.264]],
  "forces_ev_per_angstrom": [[-0.8, -0.6, -0.2], [0.4, -0.9, -0.2], [1.6, 2.0, -0.8], [0.2, -0.7, -0.6], [-0.2, 0.4, 0.7], [-0.4, 0.5, 1.3], [-0.1, 0.2, -0.5], [-0.1, -0.3, -0.2], [1.3, -0.3, -1.1], [-2.4, -2.2, -1.3], [-0.7, 0.0, -0.3], [-0.9, -0.8, -0.7], [0.0, 0.0, 1.5], [0.5, 0.9, 0.8], [1.1, 1.0, 2.3], [0.6, 0.5, 0.7], [-1.1, 0.2, 1.1], [-1.2, 0.1, 0.9], [0.8, 1.6, 2.3], [0.3, 1.9, -0.4], [-0.8, -0.4, 0.8], [0.1, -0.3, 0.0], [-0.1, 0.0, 0.4], [0.4, 0.1, -0.1], [0.0, -0.2, 0.8], [0.0, 0.6, -0.2], [-0.1, 0.3, 0.7], [-0.9, -0.5, -0.3], [0.9, -1.7, 1.2], [-0.5, -1.0, -1.1], [0.1, -0.4, -0.5], [-0.3, -0.6, -0.2], [-1.5, -1.4, -0.9], [-0.3, -1.1, -1.2], [0.7, 1.1, 0.6], [2.4, 0.2, -0.3], [0.3, 0.3, -0.1], [0.6, 0.1, -0.1], [-1.3, -0.6, -0.5], [-0.7, 0.7, 0.8], [-0.2, 0.5, 0.0], [-1.3, 0.3, 0.9], [0.6, 0.1, -0.7], [1.0, 0.3, -1.4], [0.9, -0.4, -2.1], [1.4, 0.4, -1.6]],
  "lowdin_charge": [0.11, -0.07, -0.03, -0.09, 0.10, -0.15, -0.25, -0.05, 0.00, -0.15, -0.02, 0.06, 0.10, -0.09, -0.03, 0.09, -0.03, 0.10, 0.01, -0.40, 0.11, 0.13, 0.12, -0.03, 0.13, -0.07, -0.28, 0.12, 0.74, 1.20, 0.11, 0.11, -0.11, -0.17, -0.48, -0.40, 0.11, 0.13, -0.15, -0.17, 0.11, -0.32, 0.11, -0.02, -0.19, -0.09]
}

{
  "formula": "C21H15AsCl2DyGaO3",
  "method": "ωB97M-V/def2-TZVPD",
  "spin_multiplicity": 6,
  "e_tot_ha": -6999.1580,
  "charge": 4,
  "s_squared": 8.879,
  "fmax_ev_per_a": 7.394,
  "lumo_ev": [-13.561, -15.717],
  "gap_ev": [6.0, 3.8],
  "e_homo_ev": [-19.56, -19.53],
  "elements": ["C", "H", "H", "C", "C", "C", "Cl", "C", "Cl", "O", "H", "O", "C", "As", "C", "C", "Dy", "C", "H", "C", "H", "H", "H", "Ga", "C", "H", "H", "C", "C", "C", "H", "O", "C", "C", "C", "H", "C", "H", "C", "H", "H", "C", "C", "H"],
  "coordinates": [[0.437, 1.158, 1.149], [0.614, -2.941, 1.568], [-2.101, -2.939, 4.921], [-1.999, -0.843, 2.227], [-1.779, -2.517, 3.969], [3.797, -2.922, -0.449], [-3.317, 4.305, -4.764], [2.740, -0.887, 0.352], [-2.787, -0.071, -4.753], [1.392, 1.228, -2.275], [0.501, -2.834, -1.345], [-2.908, 3.893, -8.787], [0.287, 0.905, -2.007], [-0.168, -0.333, 0.009], [1.522, -1.330, -0.160], [0.050, 2.452, 0.786], [-2.260, 2.290, -5.578], [1.336, 2.000, 3.232], [2.514, -4.263, -1.569], [-0.876, -1.372, 1.579], [-0.434, 2.624, -0.177], [-2.516, 0.017, 1.800], [4.811, -1.377, 0.675], [-1.560, 1.404, -2.782], [-2.438, -1.411, 3.427], [-0.150, -3.927, 3.712], [4.676, -3.563, -0.523], [1.444, -2.531, -0.885], [0.945, 3.295, 2.876], [2.586, -3.327, -1.018], [1.365, -0.081, 2.669], [-5.479, 1.935, -7.009], [1.058, 0.923, 2.381], [-2.609, 3.284, -7.856], [0.292, 3.518, 1.661], [1.843, 1.815, 4.181], [3.873, -1.704, 0.227], [1.123, 4.125, 3.561], [-4.415, 1.936, -6.573], [-0.021, 4.524, 1.380], [2.826, 0.088, 0.832], [-0.236, -2.500, 2.095], [-0.683, -3.068, 3.299], [-3.295, -0.977, 3.941]],
  "forces_ev_per_angstrom": [[-1.7, 1.2, -2.2], [-0.2, 0.1, 0.2], [0.0, 0.1, -0.3], [1.1, 0.2, -1.6], [-0.2, 0.1, 0.2], [-0.2, 0.1, 0.1], [0.4, -0.7, 0.0], [0.2, -0.2, 0.0], [0.5, 0.4, 0.4], [-4.8, -1.7, 1.8], [0.2, -0.1, 0.1], [1.3, -2.6, 3.9], [6.7, 1.6, -2.7], [0.9, -1.5, 1.9], [-0.4, 0.1, -0.7], [0.3, -1.5, 0.0], [0.1, 0.6, -0.4], [0.0, 0.8, 0.4], [0.1, 0.2, 0.1], [0.0, 0.5, -0.4], [0.0, 0.1, 0.4], [0.0, -0.2, 0.2], [-0.2, -0.1, -0.2], [-1.8, 0.2, 0.0], [-0.4, -1.3, 1.9], [-0.2, 0.2, 0.0], [-0.2, 0.2, 0.0], [0.2, 0.1, 0.2], [1.0, -1.2, 2.0], [-0.3, 0.1, 0.0], [-0.1, 0.2, 0.0], [4.3, -0.1, 1.7], [1.0, 0.3, 1.6], [-1.0, 3.1, -4.8], [-0.6, 0.6, -1.4], [-0.1, 0.1, -0.3], [-0.2, 0.2, 0.1], [0.0, -0.2, -0.2], [-5.7, -0.1, -1.9], [0.1, -0.2, 0.1], [0.1, -0.2, -0.1], [0.4, 1.1, -1.8], [-0.9, -0.6, 1.7], [0.1, -0.1, 0.0]],
  "mulliken_spin": [0.22, 0.04, 0.01, 0.22, -0.01, 0.00, -0.09, 0.02, -0.04, 0.00, 0.00, 0.00, 0.00, -0.01, 0.00, 0.04, 3.22, -0.01, 0.00, 0.07, 0.02, 0.01, 0.00, -0.07, 0.22, 0.00, 0.00, -0.01, 0.22, 0.01, -0.01, 0.00, 0.21, -0.04, 0.25, 0.00, 0.01, 0.00, 0.01, 0.00, 0.02, 0.18, 0.27, 0.00]
}